Entry 1:
78
Properties=species:S:1:pos:R:3:forces:R:3 method="wB97M-V/def2-TZVPD" multiplicity=3 gap_ev="6.996 / 7.830" lumo_ev="-0.003 / -0.177" largest_force_ev_per_a=0.553 homo_energy_ev="-6.999 / -8.007"
Pd -0.213609 0.068820 -0.085691 0.334 -0.418 0.140
N 0.765100 0.925477 4.100995 -0.091 -0.035 -0.062
C -0.596153 1.004354 4.310117 0.014 0.026 0.023
C -1.174681 0.727916 3.110447 -0.048 0.013 -0.001
N -0.200512 0.479123 2.183169 0.132 -0.068 0.041
C 0.949150 0.605931 2.796099 0.098 0.025 -0.015
C 2.208151 0.438998 2.088809 -0.158 -0.028 0.006
N 2.260987 0.373328 0.777987 0.113 0.011 0.050
C 3.586329 0.191505 0.467464 -0.038 0.040 0.023
C 4.331093 0.149676 1.605332 0.035 -0.013 0.059
N 3.438741 0.309699 2.642663 0.013 0.024 -0.108
H 1.472140 1.131697 4.782333 0.029 0.006 0.017
H -1.012043 1.247421 5.271140 0.001 -0.003 -0.005
H -2.217900 0.691059 2.848992 0.010 -0.012 -0.008
H 3.919488 0.110905 -0.551071 0.018 -0.001 -0.017
H 5.384977 0.022536 1.776506 -0.003 0.001 -0.015
H 3.666081 0.266632 3.619199 -0.015 -0.008 0.030
C -1.159209 -3.090622 -3.657887 -0.072 -0.019 0.054
C -0.052501 -2.848940 -4.642561 0.029 -0.008 -0.022
C 0.052126 -3.665292 -5.765672 0.016 -0.024 0.019
C 1.051751 -3.477398 -6.706514 -0.014 -0.015 -0.005
C 1.966867 -2.453293 -6.535013 0.025 0.013 -0.006
C 1.870095 -1.626660 -5.424297 0.037 0.071 -0.014
C 0.873511 -1.811041 -4.472101 -0.074 -0.073 0.051
Sb 0.577659 -0.431142 -2.836270 -0.139 0.251 0.114
C -0.742505 0.843881 -3.938615 -0.001 -0.043 -0.151
C -2.043525 0.820821 -3.439603 -0.024 -0.019 0.076
C -3.078537 1.493496 -4.070555 0.020 0.001 0.028
C -2.810211 2.209686 -5.224295 0.001 0.012 -0.017
C -1.521076 2.234303 -5.732783 -0.055 0.049 -0.004
C -0.475153 1.551753 -5.116707 0.009 0.029 0.030
C 0.878266 1.608568 -5.768482 0.107 -0.022 -0.020
C 2.511494 0.482765 -2.868044 0.186 -0.143 0.023
C 3.601366 -0.383264 -2.986157 0.028 0.021 -0.106
C 4.907231 0.081894 -2.920778 -0.016 0.021 -0.015
C 5.135215 1.433000 -2.704665 0.027 -0.016 0.012
C 4.060441 2.291417 -2.538321 -0.019 0.008 0.016
C 2.744023 1.837314 -2.608750 -0.033 0.028 0.059
C 1.619730 2.814288 -2.407171 -0.059 -0.001 -0.049
H -1.689278 -4.014371 -3.887356 -0.015 0.015 -0.008
H -1.890206 -2.277136 -3.669393 0.013 0.009 0.003
H -0.781894 -3.168476 -2.638886 0.011 -0.001 0.018
H -0.666301 -4.465936 -5.897069 0.002 -0.002 -0.004
H 1.112789 -4.129079 -7.568878 0.002 0.003 -0.001
H 2.752991 -2.289011 -7.261153 -0.002 -0.001 -0.001
H 2.585083 -0.822182 -5.319775 0.024 0.023 0.034
H -2.248744 0.270829 -2.529856 -0.038 -0.013 0.075
H -4.076921 1.466170 -3.653582 0.000 -0.002 0.001
H -3.600241 2.750973 -5.729557 0.004 0.002 0.002
H -1.316377 2.800237 -6.635108 0.014 -0.010 -0.004
H 1.078333 2.611971 -6.148610 -0.008 -0.009 -0.014
H 0.925974 0.919349 -6.614606 -0.007 -0.009 0.000
H 1.684150 1.341837 -5.087456 -0.021 0.013 0.012
H 3.437689 -1.444445 -3.138765 -0.030 0.001 -0.019
H 5.735158 -0.606598 -3.032383 0.001 -0.003 0.007
H 6.146600 1.815089 -2.646597 0.000 0.002 -0.011
H 4.238911 3.342236 -2.340261 0.005 0.003 -0.002
H 1.950752 3.667594 -1.814813 0.006 0.006 -0.009
H 0.761458 2.368989 -1.898645 0.076 -0.031 -0.060
H 1.256110 3.194100 -3.364733 -0.025 0.007 -0.020
F -3.805414 5.099249 0.355386 -0.012 0.015 0.003
C -3.034725 3.994574 0.199300 -0.009 0.017 -0.004
C -3.647658 2.770551 0.032543 0.027 0.015 -0.010
C -2.844780 1.646312 -0.134112 0.010 -0.064 0.003
C -1.454532 1.732042 -0.126889 -0.208 0.114 -0.171
C -0.883223 2.988833 0.069033 0.007 -0.010 0.015
C -1.663041 4.131504 0.221753 -0.010 -0.012 0.006
H -4.728141 2.705698 0.036073 -0.002 0.001 -0.014
H -3.328032 0.682781 -0.256861 0.007 -0.019 -0.011
H 0.197189 3.097339 0.114393 -0.047 0.013 0.026
H -1.222623 5.110451 0.360546 0.000 0.005 0.011
F -2.285511 -1.453731 1.242174 -0.036 -0.037 0.097
C -1.340808 -1.702622 0.267939 -0.201 0.215 -0.022
F -2.063264 -2.142320 -0.818751 -0.023 -0.002 -0.106
C -0.571848 -2.930213 0.760040 0.104 -0.156 0.012
F 0.339962 -3.314053 -0.155635 -0.057 0.065 0.045
F -1.358866 -3.994255 0.999826 0.041 0.106 -0.023
F 0.088142 -2.663508 1.902265 -0.028 0.050 -0.086

***

Entry 2:
76
Properties=species:S:1:pos:R:3:forces:R:3 method="wB97M-V/def2-TZVPD" multiplicity=3 gap_ev="5.695 / 5.313" lumo_ev="-9.563 / -9.975" largest_force_ev_per_a=0.705 charge=+3 homo_energy_ev="-15.258 / -15.289"
W 0.757201 -0.420393 -0.212013 -0.369 -0.452 -0.335
I -2.088909 -5.111542 -5.621895 -0.091 -0.147 -0.107
C -1.269055 -3.649483 -4.422166 0.107 0.166 0.174
C -0.388981 -2.717959 -4.966958 -0.028 0.015 0.080
C 0.176399 -1.724958 -4.170931 -0.155 -0.346 -0.302
I 1.502017 -0.378100 -5.010315 0.076 0.125 0.065
C -0.159332 -1.693826 -2.831878 0.298 0.437 0.466
O 0.399141 -0.721674 -2.020255 -0.091 0.014 -0.024
C -1.032523 -2.609914 -2.257192 -0.219 -0.259 -0.154
C -1.454991 -2.492296 -0.824985 0.139 0.028 0.171
N -0.292122 -2.284147 0.130219 -0.019 -0.041 0.105
C -0.774222 -2.430554 1.535181 -0.012 -0.059 -0.083
C 0.145858 -1.730957 2.489353 -0.010 -0.012 0.055
C 0.222445 -2.071480 3.826291 -0.004 0.009 -0.073
C 1.022192 -1.312860 4.668127 0.013 -0.001 0.030
C 1.710963 -0.224944 4.149162 -0.023 0.004 -0.066
C 1.592151 0.051595 2.804941 0.011 -0.003 0.042
N 0.836970 -0.695643 1.976094 0.094 0.128 0.027
C -1.586975 -3.596341 -3.064901 0.129 0.126 -0.010
H -0.136248 -2.765629 -6.017208 -0.005 -0.002 -0.013
H -1.964211 -3.404479 -0.509928 -0.029 0.021 -0.042
H -2.130669 -1.648347 -0.657585 0.008 -0.012 -0.070
H 0.356626 -3.052375 -0.057910 0.012 -0.005 0.018
H -0.892597 -3.486954 1.780522 -0.002 0.034 0.025
H -1.768197 -1.973106 1.573895 0.042 0.019 0.040
H -0.335374 -2.919577 4.199517 -0.006 -0.008 0.015
H 1.105049 -1.566685 5.716669 -0.006 0.000 0.009
H 2.334005 0.401012 4.771274 0.004 0.002 0.019
H 2.107335 0.894367 2.363363 -0.010 -0.014 0.021
H -2.270518 -4.317704 -2.636798 -0.029 -0.025 -0.029
N 5.371293 -3.164164 -0.505825 -0.043 0.034 0.011
C 4.810446 -1.976868 -0.270378 0.080 -0.126 0.005
C 3.409143 -1.803172 -0.178884 0.074 0.069 -0.036
N 2.896081 -0.588257 0.027899 -0.029 0.032 -0.052
C 3.718794 0.465042 0.175198 -0.009 -0.109 0.008
C 5.092030 0.254375 0.113144 0.029 0.100 0.005
N 5.628712 -0.925995 -0.107755 -0.101 -0.001 0.005
H 4.836752 -4.000047 -0.660806 0.007 -0.021 -0.010
H 6.377064 -3.219941 -0.563168 0.004 0.008 0.009
H 2.728286 -2.639402 -0.286088 0.025 -0.009 -0.007
H 3.288884 1.442806 0.336629 0.018 0.001 0.003
H 5.771039 1.089054 0.242379 0.010 -0.001 0.003
C -4.957927 0.173193 -1.425146 0.011 0.002 0.009
C -3.842270 0.275105 -2.251123 -0.012 0.005 0.011
C -2.623433 0.659893 -1.721478 -0.005 0.002 -0.039
C -2.518223 0.947402 -0.354037 -0.072 -0.024 -0.024
C -3.641237 0.862542 0.469006 -0.030 -0.004 0.051
C -4.858619 0.473574 -0.073600 0.005 0.003 -0.019
P -0.896063 1.400576 0.265711 0.008 -0.003 -0.030
C -0.188920 2.572443 -0.881296 -0.037 0.176 -0.100
C -0.834028 3.715599 -1.353790 0.032 -0.037 0.027
C -0.202834 4.501719 -2.305729 -0.005 -0.004 0.004
C 1.047133 4.148991 -2.805601 0.051 -0.034 -0.021
C 1.693454 2.999169 -2.364511 -0.162 0.120 0.051
C 1.055248 2.240022 -1.401167 0.145 -0.165 0.040
C -0.957382 2.055696 1.926143 -0.006 0.063 0.074
C -1.450738 1.278717 2.980504 -0.049 -0.010 0.007
C -1.507832 1.802075 4.258628 0.026 0.042 -0.030
C -1.061198 3.099447 4.496971 -0.020 -0.036 0.042
C -0.559969 3.868659 3.459392 0.017 0.016 -0.044
C -0.505429 3.352845 2.170951 0.019 -0.019 0.035
H -5.911614 -0.121880 -1.841366 -0.008 -0.002 -0.008
H -3.928065 0.068870 -3.309541 -0.004 0.000 -0.008
H -1.764643 0.756113 -2.377652 0.009 0.008 0.027
H -3.591297 1.132816 1.515633 0.034 -0.013 -0.015
H -5.735068 0.425528 0.557897 -0.006 -0.002 0.009
H -1.817722 3.985536 -0.989819 -0.008 -0.006 0.014
H -0.691184 5.394582 -2.670942 -0.010 0.010 -0.002
H 1.517338 4.771161 -3.555018 0.007 0.006 -0.006
H 2.655046 2.710152 -2.763705 0.015 -0.002 -0.005
H 1.601037 1.337062 -1.065296 0.181 0.190 -0.021
H -1.811844 0.271306 2.809652 -0.013 -0.019 -0.038
H -1.909990 1.208111 5.068080 -0.007 0.000 0.016
H -1.113101 3.510807 5.495991 -0.002 0.005 0.009
H -0.220938 4.878552 3.645374 0.003 0.003 0.005
H -0.119665 3.965104 1.366874 0.001 0.012 -0.017

***

Entry 3:
81
Properties=species:S:1:pos:R:3:forces:R:3 method="wB97M-V/def2-TZVPD" gap_ev=6.883 lumo_ev=-3.030 largest_force_ev_per_a=1.534 charge=+1 homo_energy_ev=-9.913
Ta -0.068017 -0.661716 0.462039 0.659 0.435 1.315
I 1.176287 2.879660 7.381818 -0.009 0.004 0.014
C 0.796793 2.171150 5.461344 -0.008 0.006 -0.034
C 1.205247 2.915114 4.364140 -0.017 0.005 0.056
C 0.956170 2.431426 3.091489 -0.024 0.137 0.049
I 1.469898 3.605077 1.448619 0.037 -0.020 0.031
C 0.321159 1.208203 2.906683 -0.270 -0.145 0.257
O 0.097477 0.743336 1.677307 0.488 1.057 -0.301
C -0.133315 0.478789 4.012637 0.102 -0.047 0.021
C -0.865330 -0.849606 3.885846 0.129 0.201 -0.115
N -1.621282 -1.002941 2.629832 0.046 -0.063 -0.151
C -2.951071 -0.361648 2.741047 -0.034 0.004 0.063
C -2.867950 1.141849 2.675314 -0.069 -0.043 0.081
C -3.141572 1.939426 3.778301 0.064 0.007 -0.033
C -2.986189 3.312058 3.662109 0.027 -0.019 -0.022
C -2.571043 3.835000 2.448267 -0.005 -0.032 0.030
C -2.349502 2.958342 1.396960 -0.013 0.059 -0.018
N -2.495971 1.644301 1.503846 -0.105 -0.067 -0.159
C 0.121862 0.974141 5.286106 -0.043 -0.003 -0.137
H 1.702096 3.865195 4.495566 0.015 0.010 0.011
H -1.545511 -0.948585 4.740197 0.031 0.024 -0.010
H -0.134048 -1.654556 3.952843 -0.069 0.015 -0.043
H -1.775670 -1.988750 2.444472 0.051 0.000 0.226
H -3.408111 -0.644090 3.695977 -0.053 -0.066 -0.060
H -3.590463 -0.737844 1.940568 0.100 0.048 -0.062
H -3.450310 1.491246 4.712532 -0.013 -0.016 0.041
H -3.176746 3.959296 4.507153 -0.009 0.016 0.016
H -2.425100 4.896389 2.312234 0.004 0.042 -0.001
H -2.039528 3.329441 0.424935 0.004 0.005 -0.008
H -0.223899 0.416634 6.146224 -0.003 -0.023 0.051
N 0.447229 2.030935 -2.130081 0.009 -0.011 -0.067
C -0.886091 1.714896 -2.022341 0.074 0.034 -0.111
C -1.752919 2.487787 -2.816715 0.048 -0.090 0.081
C -3.098574 2.241502 -2.776654 -0.012 -0.050 0.037
C -3.563693 1.231655 -1.938343 0.055 0.028 -0.015
C -2.648539 0.534896 -1.194753 -0.223 0.057 -0.014
N -1.312591 0.741994 -1.225745 -0.046 -0.096 0.448
C 1.624385 1.554425 -1.595890 -0.088 0.018 0.044
C 2.765433 2.156578 -2.156825 -0.002 -0.044 0.057
C 4.012226 1.837407 -1.698417 -0.029 -0.001 0.011
C 4.102727 0.917216 -0.661640 -0.058 0.009 -0.005
C 2.946895 0.371278 -0.173052 -0.008 0.039 0.092
N 1.690332 0.646854 -0.616692 -0.054 -0.298 0.137
H 0.610222 2.770196 -2.794621 -0.021 -0.070 0.033
H -1.345078 3.260280 -3.453120 0.028 0.032 -0.013
H -3.778296 2.822377 -3.384222 -0.020 0.013 -0.014
H -4.612799 0.993509 -1.859420 -0.023 -0.015 0.007
H -2.993526 -0.235447 -0.530477 -0.015 0.030 0.022
H 2.638533 2.875465 -2.954623 -0.017 0.017 -0.021
H 4.890703 2.299027 -2.126686 0.032 0.001 -0.014
H 5.047737 0.624328 -0.234174 0.049 -0.018 0.041
H 3.009137 -0.327722 0.639105 -0.031 -0.017 -0.006
C -1.733844 -8.456617 0.086635 -0.003 -0.045 0.007
C -1.656157 -6.992065 -0.218447 -0.023 0.037 -0.039
C -2.283787 -6.457783 -1.340669 0.027 0.019 0.036
C -2.223474 -5.102239 -1.614838 -0.021 0.009 0.034
C -1.518122 -4.273786 -0.751737 -0.014 0.023 -0.014
C -0.884623 -4.779787 0.377906 0.060 0.029 -0.017
C -0.959922 -6.133913 0.632878 0.015 0.018 0.003
S -1.467152 -2.560582 -1.110674 -0.093 -0.232 -0.475
O -1.772422 -1.850355 0.194833 -0.121 -0.321 -0.109
O -2.378257 -2.306530 -2.181053 -0.026 -0.065 0.067
N -0.012203 -1.953809 -1.284199 -0.448 -0.381 -0.746
C 0.672621 -2.128671 -2.506357 0.220 -0.017 0.014
C 0.451456 -3.226015 -3.339272 0.043 -0.015 -0.040
C 1.184445 -3.313772 -4.506250 0.039 0.055 -0.009
C 2.112558 -2.325092 -4.807235 -0.042 -0.057 0.015
C 2.256507 -1.284423 -3.910527 -0.009 -0.041 -0.019
N 1.552292 -1.179756 -2.784987 -0.028 -0.047 -0.094
H -2.127170 -9.018278 -0.757264 -0.010 -0.024 -0.015
H -2.386683 -8.630778 0.943143 -0.013 -0.011 0.014
H -0.751240 -8.852657 0.340100 0.017 -0.016 0.005
H -2.830825 -7.109580 -2.007409 -0.023 -0.032 -0.032
H -2.723008 -4.685810 -2.476799 -0.024 0.023 -0.049
H -0.322506 -4.126616 1.032113 -0.017 -0.006 -0.017
H -0.461291 -6.536273 1.505132 0.008 -0.013 0.025
H -0.261893 -3.998637 -3.088803 0.036 0.027 0.010
H 1.036069 -4.153023 -5.172191 0.003 -0.007 -0.014
H 2.707874 -2.363591 -5.706550 0.019 -0.003 -0.039
H 2.968248 -0.487371 -4.095060 0.018 0.006 -0.015
Te 1.568795 -2.169061 1.733761 -0.252 -0.014 -0.323

***

ΔE to the lowest compared entry with this formula, charge and spin: 0.0; 1.0; 0.0 (kcal per mole)